Record 1
18
Properties=species:S:1:pos:R:3 method="wB97M-V/def2-TZVPD" spin_multiplicity=5 gap_ev="6.65 / 8.11" total_charge=+4
Tm 0.4108 -0.0821 -5.3132
V -0.3010 0.2327 -0.3097
Cl -0.6118 1.8443 -4.4188
Cl 0.8380 -0.2899 -2.1913
C -0.7329 -1.3636 0.5902
C 0.0220 0.8661 -7.7297
C 0.5041 -0.9877 -7.7882
O -1.1051 -2.3059 1.1981
O -0.2539 1.5295 -8.6602
O 0.5350 -1.3653 -8.8958
N -0.6219 0.9600 4.0107
C 0.1597 0.4871 3.0378
N 0.7167 -0.7462 3.2156
S 0.4728 1.3157 1.5222
H -1.1545 0.3718 4.6611
H -0.9689 1.8926 3.9980
H 1.3418 -1.1856 2.5656
H 0.7635 -1.1560 4.0996

---

Record 2
11
Properties=species:S:1:pos:R:3 method="wB97M-V/def2-TZVPD" smiles="O=C(Cl)[C@@H]1C[C@H]1Cl" spin_multiplicity=1 gap_ev=9.98 total_charge=0
C -1.4295 -0.8575 1.3569
C 0.1094 0.5721 -0.2507
C -0.1293 -0.1506 1.1176
C 0.5335 -0.7838 -0.4913
O -2.1956 -1.2979 0.5364
Cl -1.7724 -1.0387 3.1301
Cl 2.2372 -1.1243 -0.3644
H -0.7866 0.9102 -0.8110
H 0.7588 1.4323 -0.3791
H 0.5809 0.0067 1.9453
H 0.0526 -1.6223 -0.9361

---

Record 3
12
Properties=species:S:1:pos:R:3 method="wB97M-V/def2-TZVPD" spin_multiplicity=1 gap_ev=10.47 total_charge=0
C -0.9496 -0.8788 -0.2880
C -2.0169 -0.1263 -0.2241
C 1.3576 0.9655 -0.0808
C 0.9296 -0.3597 0.4162
F 0.7502 -0.4803 1.8086
Cl -3.6062 -0.5517 -0.8414
Cl -2.0175 1.2659 0.7429
Cl 1.8051 -1.8250 -0.1070
H -0.6381 -1.6376 -0.9958
H 2.3742 1.0152 0.3578
H 0.6613 1.5825 0.3490
H 1.3504 1.0302 -1.1375

---

Record 4
12
Properties=species:S:1:pos:R:3 method="wB97M-V/def2-TZVPD" smiles="C/C(=C/Cl)C(Cl)(Cl)Cl" spin_multiplicity=1 gap_ev=10.43 total_charge=0
C 0.8064 -1.6189 1.7494
C 0.7220 -0.4495 0.7941
C 1.7319 0.4073 0.7526
C -0.5249 -0.3075 -0.0814
H 0.7637 -2.5639 1.2322
H 0.0058 -1.5956 2.4980
H 1.7684 -1.5689 2.2931
H 2.5644 0.2474 1.3933
Cl 1.8907 1.8061 -0.2377
Cl -0.0937 -0.3823 -1.8122
Cl -1.6964 -1.6282 0.2215
Cl -1.3662 1.2216 0.2576

---

Record 5
10
Properties=species:S:1:pos:R:3 method="wB97M-V/def2-TZVPD" smiles="C=C/C(F)=C/Cl" spin_multiplicity=1 gap_ev=9.88 total_charge=0
C 0.2202 -0.8788 0.3637
C 1.6814 -0.8027 0.0677
C -0.5968 -0.0552 -0.3319
C 2.2684 0.4039 0.1509
F 2.3445 -1.9275 -0.1622
Cl 3.9350 0.6540 -0.0140
H -0.1743 -1.6011 1.1545
H -0.4234 0.3770 -1.3493
H -1.7005 0.2595 -0.1143
H 1.8281 1.3064 0.6252

---

Record 6
14
Properties=species:S:1:pos:R:3 method="wB97M-V/def2-TZVPD" spin_multiplicity=1 gap_ev="8.55 / 8.55" total_charge=0
C -1.2126 -0.8479 0.4165
C 1.0447 -0.8701 -0.6782
C 0.2904 1.4201 -0.4370
C -0.9774 0.5303 1.0056
N -0.2378 -1.3272 -0.4267
N 1.2826 0.4556 -0.5675
O -2.1959 -1.4922 0.6709
F -2.0968 1.2732 1.0490
S 2.2288 -1.9271 -1.0966
Cl -0.1615 0.5019 2.5402
H -0.4295 1.4825 -1.2438
H 0.6132 2.3635 -0.0272
H -0.4023 -2.2874 -0.7211
H 2.2541 0.7247 -0.4842

---

no.,energy (Ha)
1,-3836.09942
2,-1150.38560
3,-1635.15305
4,-1995.55994
5,-714.79739
6,-1297.78473